Density functional theory data (wB97M-V/def2-TZVPD) for a cluster of 6 separate species, C12H37ClF2N5O11S2 in total.

The value obtained for the calculated total energy is -3036.91590 Ha. Its charge is -1.

Geometry (Å):
Cl 3.22 -2.01 2.15
S 3.47 -3.17 -4.68
S 2.50 -0.95 -3.92
F 4.35 -3.58 -5.95
F 3.08 0.52 -3.79
O 2.15 -3.54 -5.10
O 3.00 -1.99 3.59
O 2.50 -3.11 1.57
O 2.43 -1.37 -2.56
O 4.63 -2.10 1.88
O 1.09 5.79 0.22
O 4.06 -3.86 -3.59
O -2.42 -3.39 0.93
O 2.70 -0.77 1.57
O 1.29 -0.77 -4.64
O -1.75 0.89 0.92
N -1.64 -1.40 -2.02
N 1.82 2.34 -1.04
N 0.50 -0.56 -0.26
N -0.21 -1.21 2.40
N 3.74 -1.59 -4.72
C -2.31 2.13 0.48
C -2.52 -1.86 -0.92
C -1.55 -0.67 2.72
C 1.03 3.08 1.14
C 1.10 3.44 -0.34
C -3.92 -2.20 -1.45
C -1.83 -3.04 -0.30
C -1.86 -4.56 1.44
C -1.92 -0.85 4.21
C 1.30 7.07 -0.29
C -1.72 0.78 2.32
C 1.75 4.80 -0.55
H 0.36 3.72 1.73
H 1.53 2.50 -2.01
H -4.42 -2.92 -0.80
H -2.72 1.07 2.69
H -2.23 2.07 -0.60
H 2.82 4.82 -0.29
H -2.99 -0.99 4.35
H -0.80 -4.43 1.70
H -0.76 -2.86 -0.15
H -2.32 -1.26 2.21
H 0.46 -0.72 3.01
H 1.66 5.06 -1.62
H -2.63 -1.04 -0.21
H -1.02 1.43 2.85
H -0.17 -2.12 2.86
H -3.94 -2.74 -2.40
H -1.60 0.02 4.79
H 0.28 0.29 0.25
H -1.89 -3.88 -1.02
H -2.40 -4.83 2.35
H -2.19 -0.98 -2.76
H -3.39 2.16 0.72
H -0.29 -0.90 -0.83
H 0.51 2.11 1.17
H 2.37 7.32 -0.34
H -1.78 2.97 0.93
H 0.62 -1.17 0.59
H 1.98 3.03 1.66
H 0.78 7.79 0.34
H -1.94 -5.40 0.74
H -4.52 -1.30 -1.48
H 0.96 7.22 -1.32
H -1.24 -2.20 -2.51
H 0.10 3.54 -0.76
H -1.42 -1.72 4.64
H 1.37 -0.50 -0.78
H 2.81 2.56 -1.11


Density functional theory data (wB97M-V/def2-TZVPD) for a cluster of 7 separate species, C12H37F3N8O9S in total.

Its charge is 0. The calculation puts the energy above the lowest of the compared OMol25 structures with the same formula, charge and spin at 163.9 kcal per mole.

Geometry (Å):
S 4.45 1.17 -3.88
F 4.50 3.82 -3.11
F 6.29 3.13 -4.24
F 5.96 2.49 -2.06
O 3.35 0.92 -2.87
O 3.97 1.37 -5.30
O 5.49 0.13 -3.95
O -3.29 4.18 1.05
O 0.34 -0.99 -0.82
O 1.35 -4.09 -3.00
O 4.15 -1.97 0.72
O -3.33 -3.40 -0.51
O 0.30 1.29 1.78
N -4.64 1.80 0.13
N -3.96 -4.84 1.08
N 3.47 -4.58 -3.26
N 2.05 -5.47 -4.60
N 4.10 -0.31 2.14
N 5.90 -0.61 1.18
N -0.61 -1.25 2.69
N -2.08 -5.14 0.06
C 0.76 2.62 1.51
C -1.37 -0.04 2.97
C -3.82 2.60 -0.73
C 5.36 2.76 -3.27
C -0.40 1.18 3.11
C 2.22 -4.67 -3.58
C -3.18 5.52 1.59
C -3.74 4.09 -0.29
C 4.66 -0.99 1.26
C -2.34 -0.07 4.22
C -3.12 -4.39 0.15
C -4.32 2.44 -2.16
H 0.17 -0.86 0.11
H 4.20 -4.95 -3.86
H -3.84 2.96 -3.00
H 3.21 -0.54 2.54
H 0.43 1.09 3.81
H -4.13 1.41 -2.45
H 1.50 2.92 2.25
H -4.53 0.83 -0.11
H -3.01 -0.91 4.02
H -0.02 -1.44 3.49
H -3.84 -5.79 1.39
H 4.62 0.45 2.56
H -2.97 4.48 -0.95
H 2.91 -5.81 -5.01
H -2.82 2.18 -0.65
H -1.30 -4.98 -0.55
H -2.40 6.10 1.10
H -1.70 -0.23 5.08
H -2.02 0.05 2.10
H -5.34 2.82 -2.10
H -0.03 3.33 1.76
H 6.53 -0.99 0.49
H -4.22 1.89 1.05
H 3.68 -4.06 -2.42
H -2.68 5.28 2.53
H -0.90 2.09 3.46
H 1.15 2.85 0.52
H -1.15 -2.09 2.56
H -4.74 -4.25 1.35
H 1.13 -5.64 -4.98
H -4.06 6.12 1.79
H 6.16 0.18 1.76
H -4.64 4.68 -0.44
H -2.05 -5.99 0.61
H -2.93 0.84 4.30
H -0.11 -1.79 -1.10
H 1.28 -0.96 -1.00


Density functional theory data (wB97M-V/def2-TZVPD) for a cluster of 5 separate species, C12H37N3O5 in total.

Its charge is 0. As for the SMILES: COC[C@H](C)N.COC[C@H](C)N.COC[C@H](C)N.O.O. The calculation puts the energy above the lowest of the compared OMol25 structures with the same formula, charge and spin at 44.2 kcal per mole.

Geometry (Å):
O 2.81 0.49 -2.20
O -4.14 -2.00 -0.97
O -0.58 3.51 -1.79
O 1.13 -1.67 -1.44
O 1.29 -1.98 3.68
N 2.86 -0.81 1.46
N 1.92 4.90 -2.56
N -0.81 -3.35 0.03
C 0.12 4.41 -0.94
C 1.33 1.00 1.33
C 1.62 4.32 -1.24
C -0.39 2.14 -1.52
C 2.43 5.13 -0.26
C -1.96 -3.64 -2.06
C -1.84 -2.74 -0.81
C 0.40 -3.03 3.98
C -3.18 -2.61 -0.11
C 0.77 -1.19 2.65
C 1.82 -0.14 2.26
C -5.42 -1.96 -0.42
H 0.92 0.60 0.41
H -5.94 -2.92 -0.49
H 0.66 -3.54 4.91
H 0.57 1.59 1.85
H -0.99 -4.33 0.20
H -2.07 -2.90 -2.85
H 0.85 -2.38 -0.84
H 2.60 4.60 0.69
H -0.87 1.96 -0.55
H 2.32 -0.25 -2.58
H 1.14 4.87 -3.21
H -2.73 -4.41 -2.01
H 3.83 -0.54 1.42
H -1.41 -1.84 -1.24
H -5.43 -1.50 0.58
H 3.46 5.10 -0.63
H -1.05 -4.16 -2.37
H 2.35 5.81 -2.55
H 0.29 -3.81 3.22
H 2.00 3.31 -1.41
H 0.64 1.77 -1.42
H -3.58 -3.60 0.09
H 2.28 0.36 3.12
H -3.05 -1.97 0.77
H -0.70 -2.95 0.96
H 2.03 6.11 -0.03
H -0.14 4.31 0.13
H 2.14 1.70 1.13
H -0.92 1.58 -2.28
H 0.79 -0.87 -1.03
H -0.13 -0.65 2.97
H 2.85 -1.67 2.03
H -0.62 -2.67 4.16
H 3.50 0.07 -1.68
H 0.49 -1.71 1.73
H -6.08 -1.29 -0.97
H -0.18 5.40 -1.27


Density functional theory data (wB97M-V/def2-TZVPD) for a structure of composition C12H38AgN10O6.

Its charge is +1. The calculation puts the energy above the lowest of the compared OMol25 structures with the same formula, charge and spin at 18.1 kcal per mole.

Geometry (Å):
Ag -0.30 0.51 0.07
O 0.13 2.04 -2.05
O 1.84 -3.88 -2.06
O -0.63 -1.26 1.82
O 1.78 0.67 1.27
O -2.70 3.40 4.53
O -2.17 -0.53 -1.05
N 1.12 -1.43 -1.22
N -3.02 -2.35 -2.17
N 2.29 2.40 -0.15
N 3.75 1.80 1.54
N -0.75 0.55 -3.55
N 0.55 -3.14 2.31
N 0.63 2.25 -4.23
N -1.90 2.11 1.13
N -1.16 -2.41 3.68
N -4.15 -0.35 -2.11
C -2.45 2.51 5.61
C 2.57 1.56 0.89
C 1.85 -1.48 -2.50
C -0.57 3.54 2.63
C -1.60 2.39 2.55
C -3.04 -1.06 -1.74
C 2.56 -2.80 -2.67
C 2.86 -0.35 -2.62
C -0.41 -2.22 2.56
C 2.49 -5.11 -2.24
C -2.89 2.71 3.33
C 0.00 1.61 -3.21
H 4.03 1.10 2.21
H -1.91 -1.74 3.72
H 0.50 2.02 -5.20
H 2.33 -5.49 -3.26
H -1.38 0.23 -2.83
H -2.24 -2.90 -1.84
H 1.15 -1.32 -3.32
H 3.58 -5.01 -2.23
H -3.74 -2.75 -2.73
H -4.27 0.57 -1.71
H 2.83 -3.07 -3.70
H 0.34 3.24 2.12
H 0.70 -2.35 -1.14
H 4.46 2.33 1.09
H 1.23 3.04 -4.10
H 2.18 -5.83 -1.49
H 3.84 -0.55 -2.17
H 3.06 -0.15 -3.68
H -2.61 1.37 1.13
H -0.97 -3.13 4.35
H -1.42 2.16 5.47
H -3.05 1.60 5.66
H -0.94 4.47 2.20
H 0.60 -4.04 2.73
H 2.62 0.63 -2.21
H -4.73 -0.66 -2.86
H 1.52 2.30 -0.80
H -3.45 1.78 3.44
H -3.45 3.36 2.64
H 1.84 -1.46 -0.49
H 1.15 -2.93 1.52
H -0.98 1.59 2.96
H -2.44 2.91 0.81
H 3.53 -2.83 -2.16
H -2.47 2.97 6.59
H -0.38 3.66 3.70
H 3.00 3.09 -0.29
H -0.73 0.16 -4.47


Density functional theory data (wB97M-V/def2-TZVPD) for a structure of composition C12H38BFN13O12PS.

The value obtained for the calculated total energy is -2959.25443 Ha. Its charge is 0.

Geometry (Å):
S -2.71 -0.05 -4.68
P -3.08 -2.12 -2.17
F 1.88 -0.83 -5.20
O -0.95 4.12 5.27
O 7.55 0.51 0.94
O -4.00 -0.56 -5.16
O 3.24 -0.96 0.26
O -1.62 -1.35 -4.74
O -2.59 0.33 -3.04
O -3.53 -5.49 -0.85
O -2.11 0.93 -5.61
O -0.71 1.08 2.03
O -4.61 -1.35 -2.34
O -5.51 2.58 -2.01
O -1.31 1.15 -0.63
N -4.25 -7.59 -0.39
N -3.50 3.01 -2.97
N -1.27 1.37 4.21
N 9.74 0.03 1.24
N -5.19 4.55 -3.09
N 2.72 -0.67 2.45
N -2.13 -6.92 0.20
N 8.59 1.26 2.80
N -2.01 5.66 4.00
N -1.97 5.86 6.29
N -3.03 -2.67 -0.52
N 4.76 -0.01 1.64
N 0.78 2.04 3.43
C 0.56 -1.83 -3.38
C -0.42 1.47 3.16
C 1.77 -0.91 -3.80
C -0.30 -1.16 -0.05
C -3.32 -6.60 -0.38
C -0.75 -1.01 -3.64
C -1.75 -0.75 -2.46
C 3.55 -0.57 1.38
C 3.12 -1.41 -3.17
C -1.60 5.15 5.19
C -4.78 3.33 -2.65
C 8.56 0.59 1.62
B -1.15 -0.21 -1.05
H 0.64 -2.72 -4.06
H -1.75 5.16 3.17
H -3.65 -3.47 -0.34
H -2.88 3.60 -3.49
H 10.58 0.08 1.78
H 0.71 -0.70 0.11
H 1.63 0.14 -3.45
H 1.05 2.37 4.34
H -2.51 6.71 6.25
H 1.43 2.13 2.67
H 2.96 -0.36 3.37
H 1.81 -1.08 2.29
H 0.72 -2.11 -2.32
H 5.41 0.08 0.87
H -4.09 -8.51 -0.01
H -0.20 -2.20 -0.45
H 7.74 1.70 3.11
H -3.26 -1.94 0.16
H 5.04 0.31 2.55
H -3.16 2.11 -2.65
H -4.61 5.18 -3.62
H 3.14 -2.53 -3.30
H -0.85 -1.27 0.92
H -1.78 1.08 0.22
H -1.69 5.51 7.19
H -1.42 -6.21 0.23
H -1.04 1.69 5.14
H -2.55 6.50 3.91
H 3.16 -1.24 -2.06
H -6.13 4.82 -2.88
H 3.98 -0.93 -3.70
H -4.63 -0.58 -1.75
H 9.41 1.34 3.37
H 9.75 -0.48 0.37
H -5.13 -7.39 -0.82
H -0.42 0.03 -3.91
H -2.16 0.96 4.04
H -1.93 -7.82 0.60


Density functional theory data (wB97M-V/def2-TZVPD) for a cluster of 6 separate species, C12H38N2O8 in total.

Its expectation value of S² is 0.754. Its charge is +1. As for the spin multiplicity: 2. The calculation puts the energy above the lowest of the compared OMol25 structures with the same formula, charge and spin at 39.6 kcal per mole.

Geometry (Å):
O -1.44 0.73 -2.75
O 1.09 -2.54 -0.19
O -2.74 0.72 1.14
O 1.31 0.00 -3.46
O -0.38 -1.63 -2.21
O -1.78 -3.10 -3.90
O 3.33 2.92 0.94
O 1.64 -3.04 -3.12
N -3.40 0.68 4.84
N 2.37 -0.59 1.42
C 0.83 1.05 0.78
C -3.59 0.47 3.46
C 2.59 -2.71 -2.17
C -4.95 1.03 3.28
C 3.15 1.69 1.69
C 0.88 1.31 -3.32
C 4.18 3.87 1.58
C -2.50 1.06 2.53
C -2.69 -0.68 0.81
C 2.31 0.71 0.78
C -0.62 1.49 -3.70
C 2.22 -3.22 -0.79
H 5.24 3.63 1.74
H 2.90 -1.67 -2.06
H -5.64 0.85 4.10
H -0.24 -1.13 -1.38
H 4.17 1.30 1.77
H -2.45 -2.68 -4.44
H -5.41 0.67 2.36
H -1.09 -0.14 -2.57
H -2.02 -4.01 -3.70
H 0.55 -2.32 -0.96
H 0.59 -0.51 -3.07
H 3.76 4.01 2.57
H 3.32 -0.91 1.44
H 3.49 -3.19 -2.56
H -2.46 2.14 2.63
H 2.70 0.67 -0.24
H -0.78 1.10 -4.71
H 0.32 1.24 1.72
H 1.51 1.85 -4.02
H -0.96 2.52 -3.59
H -3.44 -1.32 1.27
H 0.19 0.38 0.21
H -3.98 0.05 5.37
H 0.84 -2.55 -2.97
H -1.33 -2.58 -3.23
H 1.09 1.69 -2.32
H -2.45 0.38 4.99
H 1.89 -4.26 -0.80
H 2.75 1.86 2.69
H 0.74 1.94 0.17
H 1.83 -1.31 0.96
H -1.67 -1.04 0.96
H 3.11 -3.25 -0.17
H -2.79 -0.66 -0.27
H -3.64 -0.61 3.31
H 4.12 4.83 1.07
H -5.02 2.12 3.22
H -1.53 0.73 2.88


Density functional theory data (wB97M-V/def2-TZVPD) for a cluster of 11 separate species, C12H38O15 in total.

The value obtained for the calculated total energy is -1608.62820 Ha. Its charge is 0. As for the SMILES: O=C1OCCO1.O=C1OCCO1.CCO.CCO.CCO.O.O.O.O.O.O.

Geometry (Å):
O -2.83 -2.95 3.47
O 4.08 0.05 -3.79
O 0.00 0.72 0.45
O -0.93 -1.95 4.16
O -1.29 1.46 3.21
O 4.50 0.06 -0.91
O 1.11 -3.01 -6.35
O -2.92 3.02 3.15
O -1.89 0.41 -4.16
O 1.80 3.00 -1.10
O -1.42 -2.10 1.97
O -2.12 1.12 -1.43
O 3.14 1.77 1.14
O -2.95 1.34 1.70
O 1.85 1.40 3.60
C -3.46 -3.17 2.21
C 1.00 0.29 3.90
C -3.95 2.25 1.24
C 1.73 -0.97 4.31
C -2.62 -2.33 1.23
C -2.30 1.89 2.75
C 1.30 -2.15 -5.21
C 1.12 -0.71 -5.61
C -1.65 -2.31 3.29
C 0.76 -0.42 0.02
C -4.16 3.14 2.45
C 1.03 -0.35 -1.46
H -4.50 -2.84 2.27
H -5.01 2.86 3.09
H 3.97 1.85 1.60
H 2.32 -2.28 -4.83
H 1.70 -0.46 0.59
H 0.40 0.11 3.01
H 0.20 -1.33 0.27
H 2.56 -0.76 5.00
H 0.26 0.57 4.66
H -4.34 4.18 2.17
H 1.63 0.53 -1.67
H 0.63 -2.42 -4.38
H 2.46 1.70 1.83
H 4.09 0.11 -2.82
H 1.01 -3.90 -6.01
H 1.26 -0.12 -4.70
H -1.87 0.42 -3.19
H 2.42 2.66 -0.44
H 1.91 -0.39 -6.28
H 2.21 -1.44 3.45
H 4.65 -0.69 -3.99
H 1.59 -1.23 -1.78
H -0.21 0.56 1.38
H 5.28 0.62 -0.86
H -3.05 -1.37 0.94
H -2.41 -2.89 0.32
H -3.44 -4.22 1.94
H -1.14 0.95 -4.41
H -1.62 1.04 -0.60
H -4.85 1.74 0.92
H 3.82 0.55 -0.44
H 1.01 -1.65 4.74
H -2.08 2.05 -1.67
H 2.49 1.48 4.31
H -3.53 2.79 0.38
H 0.13 -0.54 -6.05
H 0.13 -0.27 -2.06
H 1.00 2.50 -0.92